DFT (the ωB97M-V functional and the def2-TZVPD basis) results for a 3-piece molecular cluster, C2H7N5O2 overall in a non-equilibrium geometry.

gap between HOMO and LUMO	0.2889	Eh
2S+1	1

Positions of all 16 atoms, in Å:
H 1.630 -0.874 2.718
N 1.455 1.122 -1.791
N -1.769 -0.890 0.825
O 1.426 -0.455 1.906
C -0.493 -0.548 0.893
N -2.804 0.052 0.301
H -2.213 -1.204 1.647
C 0.905 0.807 -0.548
H 1.284 1.353 0.281
N 0.161 -0.615 2.003
H 2.363 1.733 -2.067
O 0.823 0.579 -2.968
N 0.212 -0.400 -0.448
H -1.764 0.771 -1.028
H 0.420 -0.406 -2.746
H -2.957 1.198 1.398

Forces on atoms 1 to 2 (eV/Å):
1.7294 -0.2768 1.2170
0.3573 0.4884 -0.2008

Atomic partial charges in e from the Löwdin method, atoms 1 to 5: number 1, H, carries 0.089; number 2, N, carries -0.078; number 3, N, carries -0.154; number 4, O, carries -0.037; number 5, C, carries -0.491

---

DFT (the ωB97M-V functional and the def2-TZVPD basis) results for a 2-piece molecular cluster, C2H7N6S2 overall in a non-equilibrium geometry.

charge	+1
gap between HOMO and LUMO (alpha / beta)	0.2787 / 0.2643	Eh
2S+1	1

Positions of all 17 atoms, in Å:
C 0.771 -0.971 -0.658
S 0.828 -1.488 1.040
H -0.341 1.113 -2.522
H 1.200 1.904 1.682
H 0.311 -2.708 0.824
H -2.287 0.714 1.990
H -2.298 0.713 0.410
H 1.912 -2.227 -2.399
N -0.758 -0.795 -2.149
N -0.271 0.434 -1.790
N -0.141 -1.659 -1.510
N 0.555 0.428 -0.801
H 0.026 1.917 2.972
C -0.433 1.111 1.153
N 0.256 1.799 2.029
S 2.399 -1.180 -1.496
N -1.729 0.895 1.227

Forces on atoms 1 to 2 (eV/Å):
1.6726 -0.8759 0.9060
-0.2102 -0.4110 0.7763

Atomic partial charges in e from the Löwdin method, atoms 1 to 5: number 1, C, carries -1.243; number 2, S, carries 0.819; number 3, H, carries 0.171; number 4, H, carries 0.124; number 5, H, carries -0.084

---

DFT (the ωB97M-V functional and the def2-TZVPD basis) results for a 2-piece molecular cluster, C2H7NO overall in a non-equilibrium geometry.

SMILES	CC=O.N
gap between HOMO and LUMO	0.3955	Eh
2S+1	1

Positions of all 11 atoms, in Å:
H 1.149 0.156 -1.717
H -0.483 0.726 -1.403
N 0.038 2.864 3.092
H -0.654 3.369 2.568
H 0.448 0.057 -0.118
O -0.183 -2.376 -0.885
H -0.070 1.864 3.059
H 0.970 3.106 2.799
H -0.397 -1.491 -2.704
C 0.249 -0.053 -1.183
C -0.188 -1.426 -1.622

Forces on atoms 1 to 2 (eV/Å):
0.6963 0.3828 -0.5172
-0.0583 -0.1056 -0.4486

Atomic partial charges in e from the Löwdin method, atoms 1 to 5: number 1, H, carries 0.067; number 2, H, carries 0.076; number 3, N, carries 0.011; number 4, H, carries -0.003; number 5, H, carries 0.075

---

DFT (the ωB97M-V functional and the def2-TZVPD basis) results for a single C2H7NO molecule in a non-equilibrium geometry.

SMILES	CNCO
gap between HOMO and LUMO	0.3482	Eh
2S+1	1

Positions of all 11 atoms, in Å:
C -1.337 0.714 -0.218
H -1.161 1.601 -0.838
N -0.251 -0.264 -0.375
H 1.640 -1.831 -0.071
O 2.007 -1.055 0.394
H -1.280 1.012 0.837
H 1.407 0.794 -0.071
H -2.166 0.269 -0.769
H -0.479 -1.160 -0.763
H 0.686 -0.004 1.478
C 0.935 -0.076 0.397

Forces on atoms 1 to 2 (eV/Å):
2.0320 -0.6266 -1.0680
0.4018 0.2645 0.2446

Atomic partial charges in e from the Löwdin method, atoms 1 to 5: number 1, C, carries -0.108; number 2, H, carries 0.067; number 3, N, carries -0.154; number 4, H, carries 0.081; number 5, O, carries -0.068

---

So what do the calculations give for relative energy (zero: lowest compared OMol25 entry of this formula, charge and spin)? Going down the list: 1045.7, 136.0, 65.7, 162.0 kJ/mol.
So what do the calculations give for molecular weight? Going down the list: 133.11, 179.25, 61.08, 61.08 g/mol.